{
  "formula": "C46H95F3N5O14S2V",
  "method": "ωB97M-V/def2-TZVPD",
  "lumo_energy_ev": 1.938,
  "total_charge": -2,
  "homo_lumo_gap_ev": 3.921,
  "total_energy_ha": -5176.36776,
  "homo_energy_ev": -1.98,
  "fmax_ev_per_a": 5.1,
  "e_above_lowest_kcal_mol": 136.1,
  "species": ["O", "V", "O", "C", "F", "F", "F", "S", "O", "O", "O", "S", "O", "O", "O", "O", "C", "C", "C", "C", "C", "C", "N", "O", "C", "C", "C", "H", "H", "H", "H", "H", "H", "H", "H", "H", "H", "H", "H", "H", "H", "H", "H", "H", "H", "H", "C", "C", "C", "C", "C", "C", "N", "O", "C", "C", "C", "H", "H", "H", "H", "H", "H", "H", "H", "H", "H", "H", "H", "H", "H", "H", "H", "H", "H", "H", "C", "C", "C", "C", "C", "C", "N", "O", "C", "C", "C", "H", "H", "H", "H", "H", "H", "H", "H", "H", "H", "H", "H", "H", "H", "H", "H", "H", "H", "H", "C", "C", "C", "C", "C", "C", "N", "O", "C", "C", "C", "H", "H", "H", "H", "H", "H", "H", "H", "H", "H", "H", "H", "H", "H", "H", "H", "H", "H", "H", "C", "C", "C", "C", "C", "C", "N", "O", "C", "C", "C", "H", "H", "H", "H", "H", "H", "H", "H", "H", "H", "H", "H", "H", "H", "H", "H", "H", "H", "H"],
  "coordinates": [[1.525947, 0.706725, 1.286013], [2.052726, -0.609045, 0.524871], [0.743939, -1.231955, -0.161481], [3.517509, 4.081290, -3.430313], [3.060544, 5.056765, -2.678262], [2.497314, 3.489753, -4.027120], [4.347292, 4.688609, -4.301401], [4.470821, 2.841743, -2.271138], [5.454812, 2.095283, -3.037398], [5.235013, 3.715350, -1.316161], [3.485856, 2.003942, -1.601372], [5.917878, -1.361984, 1.064444], [6.946608, -0.578361, 0.340867], [5.049670, -0.378417, 1.740442], [4.957912, -2.076964, 0.268726], [6.489778, -2.273638, 2.075836], [-8.939643, -5.025392, 0.208572], [-7.409036, -5.037830, 0.633028], [-6.847261, -6.432729, 0.125839], [-5.341728, -6.404919, 0.216309], [-4.759353, -5.283124, -0.636939], [-5.213786, -3.872615, -0.163052], [-6.669630, -3.867637, 0.061900], [-7.266142, -2.630314, 0.295605], [-4.487874, -3.481356, 1.093251], [-4.755458, -2.876047, -1.225871], [-7.426613, -4.964546, 2.241601], [-9.440791, -5.824176, 0.755291], [-9.031821, -5.372583, -0.820538], [-9.429128, -4.092092, 0.486900], [-7.189920, -7.197771, 0.822547], [-7.278154, -6.692334, -0.841126], [-4.878473, -7.325392, -0.138951], [-5.003820, -6.236374, 1.238817], [-4.952465, -5.514799, -1.684385], [-3.677106, -5.395726, -0.572372], [-3.470633, -3.859380, 0.991213], [-4.458093, -2.421730, 1.347082], [-4.982417, -3.950196, 1.943965], [-3.691723, -2.640786, -1.191105], [-5.084579, -3.124059, -2.234961], [-5.219788, -1.916156, -0.999787], [-8.175051, -5.660631, 2.620287], [-7.778037, -3.977027, 2.540599], [-6.454903, -5.286601, 2.616002], [-7.801901, -2.507857, -0.491526], [-0.436361, -1.849495, 5.213949], [0.302369, -3.300628, 5.282005], [-0.837294, -4.306011, 5.647684], [-0.499160, -5.718238, 5.357798], [-0.085919, -5.959134, 3.850870], [1.220951, -5.129063, 3.575020], [1.017762, -3.704407, 4.047729], [1.970340, -2.782726, 3.662710], [2.477034, -5.813255, 4.127652], [1.310054, -5.152321, 2.044143], [1.317293, -3.197773, 6.479464], [-1.190975, -1.771091, 4.431321], [0.315700, -1.061177, 5.181302], [-0.968402, -1.615539, 6.136060], [-1.067809, -4.185255, 6.706161], [-1.749231, -4.073117, 5.097925], [-1.304083, -6.378821, 5.680026], [0.339151, -5.915436, 6.025955], [-0.915138, -5.602997, 3.239589], [0.088565, -7.029647, 3.742921], [3.286756, -5.129376, 4.382148], [2.297479, -6.355646, 5.055912], [2.880268, -6.629400, 3.528148], [0.385362, -4.862720, 1.544957], [1.972354, -4.450498, 1.537304], [1.684984, -6.090866, 1.635902], [0.737393, -3.405735, 7.378669], [1.788008, -2.218593, 6.567326], [2.062837, -3.986524, 6.378761], [2.673051, -2.982187, 4.285614], [4.518833, -2.336018, -7.937144], [3.237939, -2.879484, -7.331290], [3.299680, -2.747650, -5.750669], [2.855955, -1.383328, -5.151945], [1.511020, -0.938070, -5.848428], [1.441059, -0.963284, -7.387620], [1.981130, -2.232118, -7.882341], [1.831967, -2.329202, -9.331510], [0.005958, -0.830491, -7.959518], [2.302071, 0.215908, -7.749045], [3.015475, -4.350936, -7.629830], [5.167115, -3.211355, -7.896799], [4.955293, -1.472423, -7.435329], [4.311808, -2.017697, -8.958857], [2.770110, -3.556525, -5.247294], [4.344350, -2.932235, -5.500280], [3.650251, -0.659385, -5.333871], [2.752805, -1.445546, -4.068619], [1.102484, -0.018729, -5.428875], [0.790406, -1.640232, -5.429162], [-0.670012, -0.091642, -7.529102], [0.013052, -0.749385, -9.046478], [-0.472880, -1.781556, -7.726487], [2.839947, 0.165077, -8.695728], [1.758727, 1.160299, -7.780560], [3.132069, 0.392507, -7.064939], [2.003998, -4.750394, -7.556038], [3.563290, -5.044880, -6.992299], [3.426245, -4.511884, -8.626559], [0.998610, -2.804915, -9.360180], [5.936835, 4.583542, 6.510373], [4.470912, 5.020364, 6.271578], [4.520446, 6.524803, 6.729131], [3.419997, 7.313133, 6.255742], [3.305779, 7.268377, 4.765850], [3.106346, 5.764070, 4.285390], [4.137289, 4.903865, 4.861723], [4.341834, 3.660726, 4.353608], [1.595789, 5.372338, 4.630540], [3.277698, 5.767373, 2.790410], [3.528181, 4.063625, 7.172074], [6.572996, 5.019389, 5.740043], [6.271580, 4.810424, 7.522591], [5.974227, 3.527225, 6.244076], [4.589617, 6.639756, 7.810845], [5.382310, 7.070198, 6.344642], [2.479256, 7.094209, 6.760892], [3.526654, 8.373850, 6.482887], [4.252470, 7.693524, 4.432525], [2.495553, 7.958724, 4.531222], [0.976534, 6.147512, 4.179199], [1.462816, 5.432949, 5.710701], [1.329211, 4.381078, 4.263877], [4.328464, 5.981018, 2.594637], [2.757333, 6.583111, 2.288507], [2.910418, 4.821951, 2.391202], [3.968100, 3.422751, 7.936176], [2.827150, 4.717184, 7.691225], [2.954500, 3.300066, 6.646765], [3.523320, 3.218780, 4.590918], [-3.832711, 4.177507, -0.617492], [-2.417433, 4.314341, -1.377139], [-2.037740, 2.973013, -1.896870], [-2.712261, 2.716031, -3.311960], [-2.548404, 3.865290, -4.308097], [-3.012373, 5.250193, -3.752074], [-2.575118, 5.413722, -2.379261], [-2.811115, 6.661047, -1.798091], [-2.223949, 6.147991, -4.713537], [-4.576582, 5.541785, -3.934505], [-1.264193, 4.821767, -0.361215], [-4.435203, 3.523081, -1.247428], [-4.353851, 5.116363, -0.430273], [-3.630628, 3.449109, 0.167811], [-0.969179, 2.913870, -2.103666], [-2.401564, 2.210301, -1.208391], [-3.781919, 2.577545, -3.154574], [-2.391523, 1.805787, -3.818599], [-3.271622, 3.658595, -5.096979], [-1.547201, 3.830312, -4.737586], [-2.168235, 7.173900, -4.349531], [-1.152494, 5.949160, -4.690041], [-2.578731, 6.158964, -5.744127], [-5.185550, 4.941377, -3.258660], [-4.742507, 6.577075, -3.636594], [-4.947776, 5.302032, -4.930914], [-0.314358, 4.882861, -0.892409], [-1.062495, 3.996324, 0.321469], [-1.500741, 5.728405, 0.195699], [-1.926546, 6.992662, -1.627291]],
  "forces_ev_per_a": [[1.005, -2.242, -1.149], [-0.230, 2.063, 0.758], [1.811, 0.219, 0.767], [2.023, -1.007, 1.607], [-0.982, 0.850, 0.708], [-0.374, -0.039, -0.898], [-0.335, -0.653, -0.528], [4.011, 0.271, 3.145], [-1.301, 0.259, -1.398], [-2.404, -0.332, -1.889], [-1.021, 0.539, -0.815], [3.022, 1.173, 1.919], [-0.773, -1.261, 0.138], [-2.301, 1.984, 1.380], [-2.602, -2.006, -3.172], [0.250, 0.023, -0.421], [1.354, -0.483, 0.441], [-1.197, 0.138, 0.974], [-0.035, 1.293, 1.421], [0.539, 0.195, -0.870], [-0.156, -0.375, 0.603], [0.306, 0.152, -0.610], [-0.427, -2.454, -1.832], [0.136, 0.007, 0.559], [0.461, -0.577, 1.167], [-1.046, 0.953, -0.170], [-0.202, -0.660, -1.719], [0.057, 0.013, 0.336], [-0.117, 0.817, -0.314], [-0.014, 0.018, -0.471], [-0.386, 0.034, 0.107], [0.402, 0.228, -0.255], [-0.149, -0.278, 0.183], [-0.177, -0.214, 0.187], [-0.530, 0.485, -0.158], [0.168, 0.569, 0.152], [0.190, 0.236, 0.422], [-0.101, 0.102, -0.488], [0.335, -0.164, 0.134], [0.087, -0.575, -0.033], [0.191, -0.257, -0.062], [-0.124, 0.140, 0.037], [0.028, -0.212, -0.024], [0.590, 0.113, 0.091], [-0.083, 0.492, 0.320], [-0.064, 0.275, -0.110], [1.110, -1.103, -0.029], [-0.404, 1.006, 0.663], [0.027, 0.946, -0.759], [0.887, -0.965, -0.509], [0.399, 1.166, 2.825], [-0.612, 0.265, -0.990], [-2.917, -0.938, -0.389], [0.212, -0.446, 0.239], [0.141, -0.507, 1.169], [0.441, 0.978, -1.302], [-0.874, -0.487, -0.420], [0.383, -0.072, -0.318], [-0.011, -0.011, -0.646], [-0.023, -0.604, 0.368], [-0.031, 0.116, 0.025], [-0.060, 0.418, -0.161], [-0.124, -0.110, -0.151], [0.319, -0.635, -0.132], [0.178, -0.116, -0.254], [0.118, 0.098, -0.448], [0.041, 0.157, -0.440], [-0.415, 0.233, 0.437], [-0.043, 0.409, -0.627], [-0.460, -0.408, 0.332], [0.617, 0.371, 0.806], [-0.421, -0.378, 0.347], [0.258, 0.204, 0.275], [0.062, -0.107, -0.111], [0.194, 0.067, 0.112], [1.034, 0.587, -0.132], [-0.283, -0.356, -0.326], [-2.204, 0.865, 1.238], [-0.249, 0.699, -0.249], [-0.204, 0.068, -1.845], [-0.560, -1.589, 1.562], [0.881, 0.789, 0.280], [-0.565, -0.582, 0.971], [0.829, 0.139, 1.182], [0.053, -0.955, 0.450], [1.203, 1.531, -1.051], [1.066, -0.997, -0.728], [0.692, 0.429, -0.299], [-0.098, -0.207, 0.323], [0.228, -0.336, -0.201], [-0.418, -0.048, -0.311], [0.133, 0.063, 0.037], [-0.026, 0.151, 0.056], [-0.193, -0.023, -0.119], [0.510, 0.508, -0.386], [-0.341, -0.531, -0.259], [0.564, 0.420, 0.129], [0.109, 0.301, 0.098], [-0.178, -0.237, -0.042], [-0.430, -0.378, -0.472], [-0.253, -0.001, 0.116], [-0.186, -0.186, 0.367], [-0.222, 0.728, -0.170], [0.536, 0.349, 0.291], [-0.376, -0.390, -0.309], [0.013, -0.164, -0.260], [-0.595, -0.948, -1.366], [0.882, -0.649, 1.368], [0.650, -1.093, 0.545], [-2.522, 1.989, 0.040], [0.089, -1.451, 0.599], [-1.413, 1.057, -0.138], [1.025, 3.415, 1.184], [-0.655, -0.468, -0.307], [1.500, 0.576, 0.186], [0.132, -0.021, -0.396], [-0.066, 1.046, 0.039], [0.084, 0.493, 0.244], [-0.017, -0.176, -0.091], [0.285, -0.240, 0.619], [0.115, -0.613, 0.221], [0.649, -0.766, -0.212], [-0.300, -0.477, -0.094], [0.410, 0.249, 0.412], [0.020, -0.211, -0.696], [-0.156, -0.431, -0.797], [-0.216, -0.249, -0.145], [-0.184, -0.216, 0.020], [-0.030, 0.049, -0.047], [0.077, -0.621, -0.301], [-0.462, 0.001, 0.257], [0.529, 0.041, -0.411], [0.846, 0.504, 0.112], [-0.326, -0.127, 0.062], [-0.118, 0.410, -0.712], [-0.208, -1.087, -0.227], [1.703, -1.407, -1.174], [-1.206, 3.197, 2.211], [-0.303, -0.478, -3.038], [-0.340, 0.285, 0.787], [-1.433, -0.768, 1.234], [0.004, -0.148, -1.034], [1.594, -1.747, -0.845], [-0.546, -0.044, -0.102], [0.607, 1.775, 0.819], [1.131, -0.640, 0.655], [-0.930, -1.477, -0.887], [-0.402, 0.421, -0.500], [0.329, -0.232, 0.450], [-0.239, 0.794, 1.017], [0.156, -0.148, 0.543], [0.487, -0.045, 0.068], [-0.227, -0.030, 0.102], [0.346, -0.176, 0.418], [0.236, -0.047, -0.416], [0.000, 0.494, 0.223], [-0.771, 0.421, -0.088], [-0.042, -0.748, -0.165], [-0.136, -0.199, 0.096], [0.191, -0.198, 0.219], [-0.076, 0.077, -0.357], [0.239, 0.387, -0.195], [-0.095, 0.476, -0.299], [-0.286, 0.071, 0.394], [-0.060, -0.125, -0.122], [0.158, 0.225, -0.007]]
}